The following is a DFT calculation (ωB97M-V with the def2-TZVPD basis set) of a cluster of 5 separate species, C39H83BN2O4 in total.

Geometry (Å):
1 C -5.17 -5.20 -4.64
2 C -5.76 -5.98 -3.44
3 C -4.73 -6.85 -2.69
4 C -5.01 -6.93 -1.19
5 C -3.79 -7.18 -0.30
6 C -2.56 -6.39 -0.58
7 N -1.32 -6.88 -0.38
8 C -0.39 -5.93 -0.75
9 O 0.91 -6.24 -0.66
10 C 1.73 -5.21 -0.08
11 C 1.29 -4.75 1.28
12 C 1.63 -5.76 2.40
13 C 0.64 -5.68 3.57
14 C -1.06 -4.85 -1.19
15 B -0.54 -3.47 -1.78
16 O -0.41 -3.31 -3.12
17 C -0.09 -2.28 -0.85
18 C -1.03 -1.06 -1.06
19 N -2.40 -5.17 -1.04
20 C -3.46 -4.14 -1.43
21 O -4.43 -4.13 -0.70
22 O -3.08 -3.53 -2.42
23 H -4.09 -5.27 -4.68
24 H -5.39 -4.14 -4.54
25 H -5.60 -5.52 -5.59
26 H -6.58 -6.60 -3.80
27 H -6.19 -5.26 -2.75
28 H -3.74 -6.43 -2.89
29 H -4.77 -7.85 -3.12
30 H -5.68 -7.78 -1.01
31 H -5.54 -6.05 -0.84
32 H -3.50 -8.23 -0.36
33 H -4.07 -7.00 0.75
34 H -1.14 -7.81 -0.04
35 H 2.72 -5.66 0.03
36 H 1.86 -4.39 -0.80
37 H 1.84 -3.83 1.49
38 H 0.24 -4.49 1.34
39 H 2.61 -5.48 2.80
40 H 1.68 -6.77 2.01
41 H 1.11 -5.91 4.53
42 H -0.22 -6.33 3.40
43 H 0.25 -4.66 3.65
44 H -1.06 -3.83 -3.60
45 H -0.05 -2.57 0.20
46 H 0.94 -2.00 -1.13
47 H -1.69 -0.96 -0.20
48 H -0.46 -0.15 -1.20
49 H -1.63 -1.21 -1.96
50 C -0.10 5.91 -3.46
51 C -0.82 4.80 -2.70
52 C 0.04 3.55 -2.51
53 C 0.47 2.84 -3.79
54 C -0.67 2.40 -4.70
55 C -1.60 1.40 -4.02
56 H 0.17 5.60 -4.47
57 H -0.73 6.79 -3.55
58 H 0.82 6.20 -2.95
59 H -1.75 4.54 -3.22
60 H -1.11 5.17 -1.72
61 H -0.51 2.84 -1.88
62 H 0.93 3.81 -1.94
63 H 1.06 1.96 -3.51
64 H 1.15 3.49 -4.36
65 H -0.24 1.94 -5.59
66 H -1.24 3.26 -5.05
67 H -1.05 0.53 -3.69
68 H -2.38 1.06 -4.71
69 H -2.10 1.84 -3.15
70 C 2.08 6.39 2.28
71 C 1.36 5.27 3.04
72 C 2.24 4.05 3.29
73 C 2.71 3.35 2.02
74 C 1.58 2.91 1.09
75 C 0.64 1.88 1.71
76 H 2.38 6.06 1.28
77 H 1.42 7.25 2.15
78 H 2.97 6.72 2.81
79 H 0.46 4.98 2.50
80 H 1.03 5.67 4.00
81 H 1.68 3.34 3.91
82 H 3.11 4.34 3.88
83 H 3.31 2.48 2.29
84 H 3.39 4.01 1.47
85 H 2.02 2.48 0.19
86 H 1.00 3.78 0.76
87 H 1.19 0.99 2.02
88 H -0.13 1.58 1.00
89 H 0.13 2.28 2.59
90 C 8.59 -3.59 1.40
91 C 7.31 -3.09 2.06
92 C 6.08 -3.93 1.72
93 C 5.72 -3.98 0.24
94 C 5.46 -2.62 -0.41
95 C 4.28 -1.87 0.20
96 H 8.53 -3.56 0.31
97 H 9.45 -2.98 1.70
98 H 8.80 -4.62 1.70
99 H 7.14 -2.05 1.77
100 H 7.44 -3.09 3.14
101 H 5.23 -3.56 2.30
102 H 6.25 -4.96 2.07
103 H 4.83 -4.60 0.12
104 H 6.51 -4.49 -0.32
105 H 5.27 -2.77 -1.47
106 H 6.36 -2.00 -0.35
107 H 3.37 -2.48 0.13
108 H 4.11 -0.93 -0.31
109 H 4.45 -1.64 1.26
110 C -2.07 5.91 1.87
111 C -3.38 6.65 1.65
112 C -3.19 8.11 1.26
113 C -2.47 8.97 2.31
114 C -3.13 8.99 3.68
115 C -4.54 9.58 3.67
116 H -1.50 6.34 2.69
117 H -2.25 4.86 2.11
118 H -1.45 5.94 0.97
119 H -4.00 6.57 2.55
120 H -3.95 6.15 0.86
121 H -4.17 8.55 1.04
122 H -2.62 8.16 0.32
123 H -2.40 9.99 1.93
124 H -1.44 8.62 2.41
125 H -2.51 9.58 4.35
126 H -3.16 7.98 4.10
127 H -4.54 10.60 3.28
128 H -4.96 9.61 4.68
129 H -5.22 8.98 3.05

molecular weight: 654.9 g mol⁻¹
max |F|: 0.64 eV/Å
orbital gap: 9.406 eV
2S+1: 1

Löwdin population analysis, charges in e, atoms 1 to 6: -0.100 -0.238 -0.199 -0.198 -0.086 -0.204

The following is a DFT calculation (ωB97M-V with the def2-TZVPD basis set) of a structure of composition C39H83I2N15O25PSi.

Geometry (Å):
1 C 5.77 -3.39 2.72
2 C 5.33 -1.96 3.23
3 I 5.95 -1.28 5.23
4 C 4.54 -1.14 2.39
5 I 4.00 0.84 3.24
6 C 3.94 -1.43 0.94
7 C 4.90 -0.83 -0.19
8 C 4.98 0.77 -0.26
9 C 6.41 1.38 0.23
10 N 6.58 2.68 -0.53
11 C 3.43 -2.88 0.50
12 P 4.62 -4.15 -0.27
13 O 4.64 -4.00 -2.00
14 O 4.13 -5.74 0.16
15 N 2.66 -3.23 1.77
16 C 1.94 -1.92 1.94
17 N 0.92 -1.87 2.78
18 C 0.21 -0.58 3.03
19 C -1.15 -0.37 2.21
20 C -1.70 1.11 2.62
21 C -3.29 1.14 2.88
22 C -3.94 2.27 1.92
23 C -5.46 1.76 1.64
24 C -5.50 0.57 0.55
25 C -7.03 0.13 0.21
26 Si -6.86 -1.59 -0.69
27 C -5.14 -1.82 -1.52
28 C -8.17 -1.75 -2.09
29 C -7.21 -3.04 0.54
30 C -7.70 -4.39 -0.05
31 C -8.00 -5.62 0.84
32 C -7.80 -5.46 2.39
33 C -7.30 -4.14 3.02
34 C -7.01 -2.92 2.09
35 N 2.56 -0.82 1.14
36 C 1.82 -0.34 -0.06
37 C 1.35 1.22 0.03
38 C -0.01 1.51 -0.78
39 O -0.05 0.84 -2.08
40 H 6.33 -3.31 1.73
41 H 4.88 -4.10 2.70
42 H 6.51 -3.83 3.49
43 H 5.95 -1.27 -0.02
44 H 4.54 -1.26 -1.21
45 H 4.10 1.30 0.23
46 H 4.93 1.05 -1.39
47 H 7.29 0.71 -0.05
48 H 6.36 1.61 1.34
49 H 6.61 2.51 -1.55
50 H 5.71 3.21 -0.34
51 H 2.56 -2.93 -0.27
52 H 4.14 -4.78 -2.37
53 H 3.14 -5.75 0.01
54 H 1.94 -3.91 1.44
55 H 0.66 -2.75 3.25
56 H 0.91 0.31 2.87
57 H -0.08 -0.56 4.15
58 H -1.92 -1.11 2.60
59 H -0.99 -0.47 1.08
60 H -1.20 1.34 3.64
61 H -1.33 1.93 1.90
62 H -3.68 0.11 2.54
63 H -3.58 1.25 3.98
64 H -3.92 3.26 2.52
65 H -3.34 2.43 0.96
66 H -5.84 1.41 2.67
67 H -6.05 2.66 1.25
68 H -4.94 0.89 -0.42
69 H -4.99 -0.39 0.91
70 H -7.60 -0.06 1.19
71 H -7.55 0.90 -0.46
72 H -5.04 -2.88 -1.94
73 H -4.26 -1.60 -0.81
74 H -5.08 -1.08 -2.39
75 H -7.88 -2.70 -2.69
76 H -8.14 -0.81 -2.74
77 H -9.20 -1.93 -1.60
78 H -7.86 -4.46 -1.19
79 H -8.36 -6.62 0.39
80 H -8.00 -6.36 3.08
81 H -7.13 -4.04 4.14
82 H -6.63 -1.94 2.53
83 H 0.82 -0.93 -0.10
84 H 2.32 -0.52 -1.07
85 H 1.20 1.47 1.15
86 H 2.13 1.95 -0.37
87 H -0.96 1.21 -0.21
88 H -0.07 2.64 -0.98
89 H -0.49 -0.03 -1.90
90 C -11.74 -4.72 1.56
91 N -11.86 -3.92 0.31
92 O -12.82 -3.18 0.20
93 O -10.97 -4.06 -0.52
94 H -12.60 -4.50 2.19
95 H -11.74 -5.77 1.27
96 H -10.81 -4.43 2.05
97 C 9.51 3.43 -0.99
98 N 10.60 4.34 -1.44
99 O 10.31 5.24 -2.20
100 O 11.72 4.11 -1.00
101 H 8.58 3.75 -1.45
102 H 9.78 2.42 -1.31
103 H 9.45 3.50 0.09
104 C -2.92 3.08 7.51
105 N -3.75 2.46 6.44
106 O -4.07 1.30 6.59
107 O -4.04 3.17 5.49
108 H -2.74 2.34 8.29
109 H -1.98 3.40 7.05
110 H -3.48 3.93 7.90
111 C 12.48 5.21 -4.50
112 N 13.05 4.04 -5.21
113 O 13.58 4.24 -6.29
114 O 12.95 2.95 -4.66
115 H 12.64 6.10 -5.10
116 H 11.42 5.02 -4.36
117 H 12.99 5.29 -3.54
118 C 9.97 -0.57 3.23
119 N 8.87 -0.10 2.35
120 O 8.51 -0.85 1.46
121 O 8.40 1.00 2.59
122 H 10.29 -1.56 2.90
123 H 10.79 0.15 3.14
124 H 9.59 -0.61 4.25
125 C -3.20 4.52 -2.62
126 N -3.39 3.78 -1.35
127 O -3.64 4.44 -0.35
128 O -3.29 2.57 -1.39
129 H -3.32 5.59 -2.43
130 H -2.20 4.31 -2.98
131 H -3.96 4.17 -3.32
132 C -11.11 -1.76 -4.82
133 N -10.09 -0.72 -5.12
134 O -10.18 0.34 -4.52
135 O -9.24 -1.01 -5.94
136 H -11.81 -1.37 -4.08
137 H -11.63 -1.99 -5.75
138 H -10.59 -2.64 -4.44
139 C -5.71 5.22 -6.63
140 N -5.03 4.26 -5.72
141 O -5.62 3.95 -4.69
142 O -3.94 3.85 -6.06
143 H -6.67 5.50 -6.19
144 H -5.06 6.10 -6.72
145 H -5.84 4.73 -7.59
146 C -16.31 -5.86 3.68
147 N -14.98 -5.88 3.01
148 O -14.01 -5.63 3.70
149 O -14.97 -6.14 1.82
150 H -16.17 -5.61 4.73
151 H -16.92 -5.10 3.18
152 H -16.75 -6.85 3.57
153 C 13.43 1.09 -7.37
154 N 14.01 -0.08 -8.08
155 O 14.54 0.12 -9.16
156 O 13.90 -1.17 -7.53
157 H 13.59 1.98 -7.97
158 H 12.37 0.90 -7.23
159 H 13.94 1.17 -6.41
160 C 13.75 4.00 1.90
161 N 13.53 3.24 3.15
162 O 13.29 3.87 4.16
163 O 13.61 2.02 3.07
164 H 13.65 5.07 2.11
165 H 14.76 3.77 1.54
166 H 13.00 3.68 1.18

molecular weight: 1475.0 g mol⁻¹
max |F|: 4.29 eV/Å
total charge: +1
orbital gap: 6.594 eV
2S+1: 1

Löwdin population analysis, charges in e, atoms 1 to 6: -0.156 -0.702 0.758 -0.557 0.874 -0.391